Here is the molecule C10H18O3 in a non-equilibrium geometry from the Open Molecules 2025 dataset. Energies are from ωB97M-V/def2-TZVPD.

Each line ends with the natural charge from an NBO analysis.
Geometry (Å):
C -2.9111 -0.8129 0.5669  -0.41
C -2.4973 -0.2030 -0.7597  -0.26
C -2.3347 1.4253 -0.8347  -0.11
O -1.0848 1.9106 -1.4337  -0.53
C -0.5345 0.9865 -2.4345  1.00
O -1.1338 0.5849 -3.5649  -0.58
O 0.8631 0.5039 -2.1772  -0.55
C 0.9113 -0.9670 -2.1625  -0.08
C 1.8149 -1.5172 -0.8680  -0.43
C 0.9371 -1.6393 0.5222  -0.42
C 0.5166 -0.2007 1.1864  -0.43
C 1.6811 0.3942 2.2271  -0.41
C 1.5762 2.0513 2.1285  -0.64
H -3.5061 -1.8237 0.5528  0.22
H -2.6863 -0.2634 1.5901  0.21
H -2.3734 -0.9641 -1.6421  0.24
H -2.3311 1.8104 0.2955  0.22
H -3.3099 1.8606 -1.3152  0.22
H -0.1406 -1.4820 -2.1662  0.20
H 1.4857 -1.2857 -3.1572  0.20
H 2.8079 -0.8832 -0.7183  0.22
H 2.1728 -2.6025 -1.1784  0.22
H 1.6324 -2.1951 1.3061  0.21
H -0.0143 -2.3208 0.3224  0.21
H 0.3018 0.6484 0.3805  0.22
H -0.4785 -0.2795 1.8329  0.20
H 2.7414 -0.0174 1.9183  0.20
H 1.3695 -0.0007 3.3072  0.21
H 2.4413 2.5775 2.7432  0.22
H 1.5872 2.3860 0.9909  0.22
H 0.4961 2.3188 2.5415  0.21

## Properties
**Relative energy (zero: lowest compared OMol25 entry of this formula, charge and spin)**: 693.16 kJ/mol
**Orbital gap**: 0.3573 Ha
**Multiplicity**: 1
**SMILES string**: C=CCOC(=O)OCCCCCC